Entry A
22
Properties=species:S:1:pos:R:3 method="wB97M-V/def2-TZVPD" spin_multiplicity=1 e_homo_ev="-7.40 / -7.14"
C -0.43 0.03 -0.71
C 0.79 0.57 -0.14
C -0.27 -0.41 -2.17
C -1.68 0.89 -0.51
C 1.38 -0.84 2.11
N 0.84 1.88 0.38
C -0.90 -1.53 0.10
N -0.39 -2.03 1.07
H 1.68 2.06 0.90
H 0.04 2.13 0.94
H -1.74 -1.88 -0.49
H 1.05 -0.30 0.98
H 1.70 0.33 -0.70
H -1.16 -0.92 -2.52
H 0.58 -1.09 -2.28
H -0.10 0.46 -2.82
H -1.89 1.03 0.55
H -1.56 1.87 -0.98
H -2.54 0.41 -0.96
H 2.10 -0.03 2.29
H 1.88 -1.80 2.09
H 0.62 -0.82 2.87


Entry B
22
Properties=species:S:1:pos:R:3 method="wB97M-V/def2-TZVPD" spin_multiplicity=1 e_homo_ev=-8.13 smiles="C=NN(C)CC(C)C"
C -1.72 -1.28 1.04
C -0.95 0.04 1.50
C 0.43 -0.50 2.02
C -0.62 1.12 0.36
C 1.63 1.24 -0.70
C 0.73 -0.88 -2.40
H -1.26 -1.55 0.11
H -1.69 -2.04 1.85
H -2.72 -1.03 0.80
H -1.61 0.48 2.25
H 0.87 -0.98 1.12
H 0.98 0.28 2.62
H 0.32 -1.36 2.74
H -0.17 2.04 0.87
H -1.53 1.48 -0.22
H 1.70 2.10 -0.08
H 2.35 0.50 -0.37
H 2.09 1.56 -1.66
H 0.35 -1.71 -2.85
H 1.64 -0.52 -2.75
N 0.28 0.71 -0.68
N -0.04 -0.38 -1.51


Most stable pick: entry B. Distance to second place: 0.0675 hartree.


Entry A
22
Properties=species:S:1:pos:R:3 method="wB97M-V/def2-TZVPD" spin_multiplicity=1 e_homo_ev=-7.89 smiles=NCCN1CCCC1
N -2.14 -2.02 -1.88
C -1.85 -0.91 -1.02
C -0.35 -0.57 -1.03
N -0.05 0.44 -0.04
C 1.04 1.38 -0.29
C 2.03 1.22 0.91
C 1.28 0.39 1.96
C -0.13 0.16 1.36
H -1.46 -2.25 -2.58
H -3.11 -2.14 -2.12
H -2.36 0.04 -1.28
H -2.14 -1.07 0.02
H 0.20 -1.50 -0.85
H -0.16 -0.13 -2.02
H 1.55 1.10 -1.20
H 0.67 2.41 -0.34
H 2.95 0.77 0.53
H 2.31 2.19 1.31
H 1.17 0.95 2.89
H 1.85 -0.52 2.18
H -0.50 -0.82 1.66
H -0.80 0.88 1.83


Entry B
22
Properties=species:S:1:pos:R:3 method="wB97M-V/def2-TZVPD" spin_multiplicity=1 e_homo_ev=-8.61 smiles=CC(C)N1NC1(C)C
C 1.40 -0.42 0.14
C 1.54 0.45 1.36
C 2.49 -0.24 -0.89
C -2.35 -1.04 0.27
C -1.58 1.21 -0.47
C -1.29 -0.02 0.27
N 0.67 -1.63 0.16
N 0.10 -0.51 -0.54
H 2.61 0.46 1.51
H 1.05 0.01 2.20
H 0.94 1.31 1.29
H 2.26 0.52 -1.57
H 2.86 -1.04 -1.44
H 3.45 0.12 -0.38
H -3.27 -0.75 0.96
H -2.83 -1.11 -0.66
H -2.19 -2.04 0.54
H -0.73 1.85 -0.56
H -2.28 1.88 0.07
H -2.11 1.10 -1.45
H -0.95 0.22 1.21
H 0.98 -2.42 -0.59


Most stable pick: entry A. Distance to second place: 0.0919 hartree.


Entry A
22
Properties=species:S:1:pos:R:3 method="wB97M-V/def2-TZVPD" spin_multiplicity=1 e_homo_ev=-7.99 smiles="C=CCN.C=CNC"
C -2.18 -1.23 1.01
C -1.31 -0.34 1.48
N -1.55 0.78 2.25
C -0.63 1.89 2.24
H -3.24 -1.07 1.13
H -1.79 -2.13 0.57
H -0.25 -0.47 1.26
H -2.53 0.97 2.38
H -0.93 2.58 3.02
H 0.37 1.53 2.46
H -0.59 2.44 1.29
N -0.17 -0.34 -2.36
C 1.25 0.07 -2.46
C 2.88 -1.04 -0.90
C 1.88 -0.21 -1.14
H -0.73 0.00 -3.13
H -0.56 0.09 -1.53
H 1.36 1.13 -2.71
H 1.72 -0.54 -3.23
H 3.26 -1.22 0.10
H 3.35 -1.59 -1.71
H 1.45 0.35 -0.31


Entry B
22
Properties=species:S:1:pos:R:3 method="wB97M-V/def2-TZVPD" spin_multiplicity=1 e_homo_ev=-7.65 smiles="C/C(=C/N)CCCN"
C -0.80 -0.75 -1.80
C 0.46 -0.04 -1.30
C 0.84 -0.44 0.13
N 0.88 2.48 0.70
C 0.13 1.58 1.45
C 0.02 0.27 1.21
C -0.82 -0.61 2.11
N -0.54 -2.16 -2.05
H -1.59 -0.68 -1.05
H -1.16 -0.21 -2.69
H 0.25 1.03 -1.37
H 1.30 -0.30 -1.95
H 1.89 -0.21 0.33
H 0.64 -1.50 0.22
H 1.63 2.11 0.13
H 1.22 3.28 1.22
H -0.46 2.01 2.24
H -1.25 -1.43 1.54
H -1.65 -0.10 2.61
H -0.22 -1.11 2.88
H -0.06 -2.29 -2.94
H -1.40 -2.69 -2.10


Most stable pick: entry B. Distance to second place: 0.0507 hartree.